C5H10O in the gas phase, computed with ωB97M-V with the def2-TZVPD basis set.

Summary:
ΔE to the lowest compared entry with this formula, charge and spin = 41.5 kJ/mol
SMILES = C[C@H]1CCOC1
Gap between HOMO and LUMO = 10.62 eV
HOMO level = -9.5 eV
2S+1 = 1

XYZ file:
```
16
C5H10O (ωB97M-V with the def2-TZVPD basis set)
C -1.673 0.520 -0.783
C -0.561 0.170 0.198
C 0.218 -1.109 -0.125
C 1.507 -0.909 0.672
O 1.715 0.498 0.754
C 0.582 1.184 0.244
H -2.455 -0.247 -0.790
H -2.149 1.474 -0.530
H -1.280 0.603 -1.804
H -0.982 0.076 1.208
H -0.314 -2.025 0.148
H 0.432 -1.150 -1.200
H 2.381 -1.375 0.202
H 1.414 -1.320 1.688
H 0.372 2.045 0.889
H 0.793 1.565 -0.770
```

Need the Löwdin charges? In units of e they are:
1 C -0.07
2 C -0.37
3 C -0.14
4 C -0.20
5 O -0.13
6 C -0.19
7 H 0.08
8 H 0.08
9 H 0.08
10 H 0.14
11 H 0.12
12 H 0.12
13 H 0.12
14 H 0.12
15 H 0.13
16 H 0.13